Entry 1:
# C21H19N3O3S2

A structure of composition C21H19N3O3S2 in a non-equilibrium geometry (wB97M-V/def2-TZVPD, OMol25).

```
48
Properties=species:S:1:pos:R:3:forces:R:3
C -2.636355 7.825938 0.510138 3.07 5.22 -4.62
H -2.030762 8.020814 1.324472 1.66 -0.34 1.89
O -1.977672 7.344709 -0.663251 2.03 -2.97 0.94
C -1.257135 6.031845 -0.350904 1.39 2.93 -0.47
O -2.068058 4.995610 -0.282121 -3.61 -3.23 4.12
C -2.222845 4.355422 1.213103 -2.98 1.10 -5.04
H -2.927293 3.539881 1.274447 -0.66 -0.14 -1.10
H -2.636456 5.091457 1.785767 -0.12 2.12 1.84
H -1.359061 3.907366 1.358949 4.52 -1.15 1.34
C -0.355995 5.646057 -1.537465 -1.35 -1.00 -1.90
N -0.151803 4.148301 -1.426123 11.74 9.39 5.31
C 1.033310 3.752846 -0.784625 2.46 9.65 1.03
O 2.070103 4.722503 -0.321170 -6.14 -5.44 -2.75
C 1.199427 2.412863 -0.489027 3.28 -0.94 -0.77
C 0.253869 1.526277 -0.488488 -6.12 -3.42 4.56
C 0.498136 0.112883 -0.046570 6.80 7.73 -4.22
N -0.417333 -0.629899 -0.079628 -10.43 -7.75 1.30
C -0.273428 -1.991235 0.135188 -8.02 6.46 -3.03
C 0.896034 -2.334880 0.248453 10.87 -6.93 4.50
N 1.982521 -1.633500 0.290814 1.71 2.94 -3.11
C 1.817363 -0.367743 -0.205709 -4.26 -5.19 4.65
C 2.784483 0.464104 -0.129853 4.21 9.37 -3.59
C 2.499152 1.893877 -0.422379 3.08 -3.42 1.89
H 3.365226 2.569135 -0.404251 -0.61 -0.18 -0.36
H 3.724256 0.152225 -0.495753 1.56 -0.33 0.88
C 1.279735 -3.659904 0.808603 3.47 -1.17 -1.15
C 0.756870 -4.512381 1.658219 -11.01 4.51 1.80
C 1.088242 -5.717618 1.958101 9.83 -3.78 -1.03
C 2.529429 -5.872128 1.560480 -8.31 9.58 -1.35
S 2.898893 -4.384147 0.566624 -0.59 -1.34 0.75
H 3.098584 -6.606179 1.476113 5.05 -6.46 -0.31
H 0.870982 -6.525500 2.515920 -2.30 -1.98 2.05
H -0.448826 -4.264498 2.031323 3.33 -0.29 -0.91
C -1.330238 -2.861662 -0.115965 -6.85 0.73 1.78
C -2.698407 -2.575931 0.178459 -4.02 2.50 1.63
C -3.863466 -3.577328 -0.139613 11.88 -0.57 -3.15
C -3.019700 -4.651028 -0.882226 -2.96 3.39 4.20
S -1.357764 -4.420993 -0.547077 0.66 -3.98 -3.11
H -3.487221 -5.606315 -1.044286 0.56 -0.40 -0.42
H -4.835519 -3.670874 0.088132 -3.25 0.30 0.66
H -3.006477 -1.514138 0.761070 1.07 -2.96 -1.88
H -0.865689 1.749245 -0.115472 2.22 -0.04 -1.88
H -0.588213 3.442370 -1.645824 -6.95 -8.14 -3.45
H 0.624464 6.223269 -1.496490 -1.26 -1.22 -0.67
H -1.019929 5.629044 -2.504695 1.48 1.18 1.62
H -0.616702 6.211544 0.567762 -0.75 -0.16 -0.74
H -3.420691 7.271501 0.687092 -4.46 -2.49 1.21
H -2.800407 8.908743 0.118278 -0.90 -1.69 1.07
```
Forces are in eV/Å.

Computed properties:
Max |F| = 15.9 eV/A
Calculated total energy = -1997.391237 Eh
Highest occupied orbital energy = -0.2993 Eh
HOMO-LUMO gap = 6.592 eV
Net charge = 0
ΔE to the lowest compared entry with this formula, charge and spin = 416.9 kcal per mole


Entry 2:
# C21H19N3O4RuS

A structure of composition C21H19N3O4RuS (wB97M-V/def2-TZVPD, OMol25).

```
49
Properties=species:S:1:pos:R:3:forces:R:3
Ru 0.961504 -0.998286 -0.406212 -0.10 0.14 0.33
C -1.503536 -3.305884 -3.046402 -0.02 -0.01 0.01
C -0.523908 -2.783316 -2.066123 -0.03 0.04 -0.02
N -0.319977 -1.535269 -1.819112 0.11 -0.03 -0.03
N -0.886528 -0.514013 -2.523482 -0.08 0.08 -0.05
C -0.206978 0.564225 -2.308586 0.02 -0.10 -0.08
O 0.884715 0.488364 -1.456786 -0.01 -0.06 -0.05
C -0.456000 1.842845 -2.925326 -0.02 0.05 -0.01
C 0.372179 2.937541 -2.649029 -0.01 -0.02 -0.01
C 0.119941 4.150179 -3.260569 0.00 0.00 -0.01
C -0.949686 4.274056 -4.139583 0.00 0.01 0.01
C -1.775931 3.188446 -4.413807 0.01 -0.01 0.01
C -1.534420 1.971273 -3.811534 0.01 0.00 0.01
C 0.412081 -3.633632 -1.312278 0.01 -0.07 0.00
C 0.461916 -5.005584 -1.368631 0.01 0.02 0.01
C 1.479425 -5.672337 -0.683522 -0.02 -0.01 -0.01
C 2.425994 -4.951584 0.022687 0.01 0.02 0.00
C 2.333156 -3.571212 0.051914 0.04 0.00 0.04
N 1.341924 -2.938240 -0.590853 -0.03 0.03 -0.18
H -2.010868 -2.489140 -3.549808 0.00 0.00 0.01
H -2.242269 -3.922671 -2.528787 0.00 -0.01 -0.01
H -1.002485 -3.932597 -3.786137 0.01 0.00 0.00
H 1.209047 2.835568 -1.972224 0.00 0.00 0.00
H 0.757050 4.999624 -3.058531 0.00 0.00 0.00
H -1.141972 5.225698 -4.616828 0.00 0.00 0.00
H -2.604233 3.296947 -5.099692 0.00 0.00 0.00
H -2.166942 1.119070 -4.016766 0.00 0.00 0.00
H -0.271935 -5.551481 -1.944574 0.00 0.00 0.00
H 1.529409 -6.752780 -0.712952 0.00 0.00 0.00
H 3.225240 -5.441221 0.559934 0.00 0.00 0.00
H 3.023927 -2.953811 0.611408 0.00 0.00 0.00
C -0.793399 3.970442 5.452874 -0.01 0.02 0.02
C -0.422472 2.782127 4.625008 0.01 -0.05 -0.01
C 0.254965 2.937714 3.409911 -0.01 -0.01 0.01
C 0.617910 1.844695 2.654125 0.00 -0.02 0.01
C 0.294097 0.572991 3.133428 -0.02 0.07 -0.08
C -0.382506 0.380221 4.341949 0.03 -0.01 -0.01
C -0.732662 1.492961 5.073709 0.00 0.04 -0.02
S 0.722150 -0.807525 2.234459 0.04 -0.30 0.13
O 1.947258 -0.566180 1.391189 -0.09 -0.03 -0.07
O 0.694471 -2.008764 2.982946 -0.01 0.10 0.10
O -0.292814 -0.997910 0.978566 0.14 0.08 -0.03
H -0.636692 4.902432 4.915345 0.00 0.00 0.00
H -0.187418 3.992975 6.360986 0.00 0.00 0.00
H -1.836566 3.912630 5.763884 0.00 0.00 0.00
H 0.508168 3.931473 3.065785 0.00 0.00 0.00
H 1.164590 1.968340 1.728486 0.00 0.01 0.00
H -0.608792 -0.616578 4.693847 0.00 0.00 0.00
H -1.250123 1.367176 6.015695 0.00 0.00 0.00
```
Forces are in eV/Å.

Computed properties:
Max |F| = 0.4 eV/A
Calculated total energy = -1769.330440 Eh
Highest occupied orbital energy = -0.5362 Eh
HOMO-LUMO gap = 5.613 eV
Net charge = +2
ΔE to the lowest compared entry with this formula, charge and spin = 0.0 kcal per mole


Entry 3:
# C21H20BeBr2N3OS3Se

A structure of composition C21H20BeBr2N3OS3Se (wB97M-V/def2-TZVPD, OMol25).

```
52
Properties=species:S:1:pos:R:3:forces:R:3
Be 0.203251 0.066734 -0.311094 0.47 -0.08 0.44
Br -0.281170 4.646252 -1.227285 0.14 -0.08 0.00
C 1.257204 3.567803 -1.036792 -0.38 -0.29 0.03
C 2.537265 4.145794 -1.115161 0.26 -0.03 0.00
C 3.667276 3.383355 -0.990174 0.09 0.24 -0.09
Br 5.365067 4.202892 -1.158147 -0.11 -0.05 0.02
C 3.577839 1.995606 -0.727972 -0.20 -0.12 0.09
C 4.644762 1.090591 -0.565631 -0.05 -0.13 0.04
C 4.377322 -0.220753 -0.255689 0.11 0.05 0.02
C 3.054117 -0.643625 -0.081439 -0.15 -0.03 0.08
N 2.031476 0.171054 -0.246814 -0.06 0.08 0.05
C 2.281821 1.459411 -0.597363 0.30 0.22 0.00
C 1.104894 2.216385 -0.813623 -0.10 0.33 0.04
O -0.035472 1.545762 -0.737264 -0.11 -0.14 -0.18
H 2.622971 5.210527 -1.281651 -0.01 -0.01 -0.04
H 5.663833 1.433181 -0.683510 0.00 0.01 0.01
H 5.178348 -0.933664 -0.123619 0.00 0.01 0.00
H 2.827694 -1.664053 0.206060 0.01 -0.01 -0.03
C -3.712817 2.434768 0.596250 0.03 -0.13 0.26
C -4.297132 1.171286 -0.019890 0.34 -0.18 -0.08
S -3.076320 -0.073976 -0.561182 0.19 -0.02 0.01
C -2.991195 -1.325312 0.751761 0.02 0.45 -0.25
C -2.197816 -0.975877 1.998835 0.25 -0.27 0.07
S -0.463875 -0.373157 1.806931 -0.50 0.19 -0.09
C -0.529729 1.198021 2.754699 0.10 -0.07 -0.30
C -1.297321 2.380000 2.175888 -0.31 -0.12 0.01
S -3.119523 2.260724 2.310779 0.10 0.07 -0.06
H -4.497283 3.190926 0.642792 0.03 0.04 -0.07
H -2.897227 2.817671 -0.014379 0.01 0.06 -0.03
H -4.799317 1.449040 -0.948177 -0.10 -0.05 0.04
H -5.025959 0.686030 0.628824 -0.03 0.05 0.02
H -2.583313 -2.208262 0.260243 -0.02 -0.04 -0.03
H -4.014651 -1.554409 1.050922 0.03 -0.15 0.08
H -2.122512 -1.863035 2.629957 -0.02 0.02 0.02
H -2.703057 -0.190650 2.545924 -0.03 0.05 0.10
H 0.522820 1.468096 2.856526 0.01 0.01 0.07
H -0.902989 0.927479 3.742280 0.07 -0.04 0.02
H -1.047743 2.541928 1.134007 0.08 0.04 -0.13
H -1.011471 3.263091 2.748333 0.09 0.00 -0.04
Se -0.056504 -0.975137 -3.092596 -0.15 0.48 -0.15
N 0.055296 -1.301275 -1.345522 -0.39 -0.10 0.34
C 0.144899 -2.621873 -1.162348 -0.06 0.16 -0.45
C 0.272201 -3.306143 0.071573 -0.01 -0.24 0.19
C 0.342094 -4.667895 0.049564 0.05 0.37 0.17
C 0.302991 -5.410751 -1.164133 0.01 -0.10 -0.37
C 0.192446 -4.794182 -2.369724 0.01 -0.32 0.18
C 0.113273 -3.376793 -2.397409 0.01 0.45 0.11
N 0.020521 -2.651348 -3.502608 0.01 -0.53 -0.16
H 0.318691 -2.756897 1.001064 0.01 -0.02 0.04
H 0.443699 -5.201829 0.985271 -0.01 -0.02 -0.01
H 0.378158 -6.488538 -1.118164 -0.04 0.00 0.01
H 0.162165 -5.344978 -3.299110 0.02 0.02 -0.01
```
Forces are in eV/Å.

Computed properties:
Max |F| = 0.6 eV/A
Calculated total energy = -9810.453375 Eh
Highest occupied orbital energy = -0.3959 Eh
HOMO-LUMO gap = 6.396 eV
Net charge = +1
ΔE to the lowest compared entry with this formula, charge and spin = 0.0 kcal per mole